The following is a DFT calculation (ωB97M-V/def2-TZVPD) of 2 unconnected molecules or ions with the total composition C22H30Br2F4N3O10S in a non-equilibrium geometry.

Calculated values
**Electronic energy**: -210016.49989 eV
**HOMO energy**: -2.51 eV

```
! RIJCOSX wB97M-V def2-TZVPD def2/J DEFGRID3
* xyz -1 1
C -3.55 3.02 2.76
C -1.98 3.03 3.32
O -1.55 4.14 3.95
O -1.20 1.80 3.11
C -0.02 2.07 2.21
C -0.20 1.28 0.75
N -1.59 1.79 0.35
C 1.01 1.50 -0.38
O 2.02 2.55 -0.16
C 3.14 2.12 0.67
C 4.47 2.08 -0.35
C 5.22 3.56 -0.27
O 3.94 1.98 -1.75
C 1.41 0.03 -0.98
N 0.21 -0.88 -0.64
C 0.78 -2.30 -0.55
C 0.90 -3.11 -1.95
C 2.07 -2.65 -2.99
F 1.62 -1.58 -3.96
Br 3.86 -2.27 -2.16
C 2.33 -3.98 -3.97
F 1.09 -4.38 -4.68
F 3.01 -5.08 -3.23
Br 3.71 -3.33 -5.33
C -0.97 -0.74 -1.63
C -1.00 0.25 -2.92
C -2.25 0.45 -3.98
C -3.56 -0.51 -3.57
C -3.31 -1.47 -2.27
N -2.15 -1.61 -1.36
C -0.09 -0.38 0.79
F 1.13 -0.54 1.66
C -1.24 -1.09 1.69
C -0.85 -1.40 3.25
C -0.15 -2.89 3.36
O -0.92 -3.98 3.13
O 1.28 -2.98 3.69
H -4.15 4.00 3.07
H -4.16 2.07 3.14
H -3.61 2.97 1.58
H 0.04 3.22 2.04
H 0.95 1.75 2.79
H -1.72 1.77 -0.69
H -1.55 2.83 0.57
H 0.37 1.99 -1.26
H 3.44 2.87 1.53
H 3.07 1.04 1.11
H 5.18 1.18 -0.14
H 4.34 4.36 -0.32
H 5.90 3.75 -1.21
H 5.78 3.61 0.75
H 3.75 2.92 -2.07
H 2.44 -0.29 -0.52
H 1.69 0.18 -2.11
H 1.86 -2.33 -0.02
H 0.11 -2.98 0.16
H -0.12 -3.21 -2.56
H 1.15 -4.24 -1.66
H -0.06 0.95 -3.15
H -2.27 1.19 -4.89
H -4.56 -0.47 -4.20
H -4.25 -2.15 -1.99
H -2.21 -0.39 1.72
H -1.60 -2.11 1.21
H -1.89 -1.51 3.83
H -0.27 -0.55 3.80
H 1.46 -2.16 4.26
O -3.93 -1.56 2.49
S -5.15 -0.96 1.92
O -5.44 0.31 2.62
O -6.28 -1.88 2.10
O -4.95 -0.70 0.49
*
```

The following is a DFT calculation (ωB97M-V/def2-TZVPD) of a molecular structure, C22H30CaI2N3O7S in a non-equilibrium geometry.

Calculated values
**Energy above the lowest of the compared OMol25 structures with the same formula, charge and spin**: 1.386 eV
**Electronic energy**: -87585.53584 eV
**HOMO energy**: -4.77 eV

```
! RIJCOSX wB97M-V def2-TZVPD def2/J DEFGRID3
* xyz -1 1
Ca 0.15 1.29 -0.31
O -1.72 -3.81 0.59
C -1.37 -2.54 0.91
O -2.18 -1.73 1.28
C 0.12 -2.34 0.81
O 0.48 -1.04 1.16
C 0.44 -0.80 2.57
C -0.02 0.63 2.75
O -0.91 0.90 3.60
O 0.51 1.44 1.95
H -2.68 -3.86 0.71
H 0.40 -2.50 -0.23
H 0.65 -3.09 1.40
H 1.45 -0.93 2.98
H -0.25 -1.49 3.06
N -1.64 -1.08 -2.02
C -0.77 -1.53 -3.10
C 0.14 -0.41 -3.56
N 0.96 0.12 -2.47
H -2.50 -1.61 -1.99
H -1.90 -0.09 -2.12
H -1.32 -1.87 -3.99
H -0.16 -2.37 -2.76
H -0.48 0.41 -3.93
H 0.75 -0.76 -4.40
H 1.50 0.92 -2.80
H 1.65 -0.56 -2.16
O 0.25 4.66 1.20
C 1.05 3.98 0.56
O 0.81 3.41 -0.56
C 2.44 3.75 1.15
C 2.79 4.57 2.23
C 4.00 4.44 2.88
C 4.90 3.46 2.47
C 4.57 2.64 1.40
C 3.36 2.77 0.73
S 3.07 1.68 -0.66
H 2.06 5.30 2.54
H 4.25 5.09 3.71
H 5.85 3.33 2.97
H 5.27 1.88 1.08
C -4.05 1.87 2.92
N -2.78 2.45 2.45
C -2.72 3.93 2.52
C -2.33 1.93 1.12
C -3.00 2.22 -0.19
C -4.22 2.87 -0.36
C -4.72 3.06 -1.64
C -3.99 2.60 -2.73
C -2.77 1.96 -2.52
C -2.20 1.74 -1.26
H -4.27 2.25 3.91
H -3.92 0.79 2.97
H -4.86 2.12 2.24
H -2.01 2.05 3.07
H -3.49 4.36 1.89
H -1.74 4.25 2.16
H -2.87 4.24 3.55
H -2.26 0.84 1.26
H -1.32 2.35 1.11
H -4.79 3.24 0.48
H -5.67 3.57 -1.79
H -4.37 2.75 -3.73
H -2.23 1.64 -3.42
I 3.75 -0.61 0.10
I 3.86 -3.64 0.92
*
```

The following is a DFT calculation (ωB97M-V/def2-TZVPD) of a molecular structure, C22H30CdO2Si in a non-equilibrium geometry.

Calculated values
**Energy above the lowest of the compared OMol25 structures with the same formula, charge and spin**: 3.629 eV
**Electronic energy**: -39830.39697 eV
**HOMO energy**: -4.47 eV

```
! RIJCOSX wB97M-V def2-TZVPD def2/J DEFGRID3
* xyz 0 1
C 0.81 2.10 1.95
C -0.15 2.48 0.93
C -1.41 2.65 1.57
H 0.10 2.81 -0.08
C -1.24 2.41 2.95
C 0.11 2.10 3.20
H 0.57 1.99 4.18
H 1.90 2.14 1.83
H -2.33 3.01 1.10
H -2.00 2.54 3.72
Cd 0.12 0.17 0.89
C -1.19 -2.31 -2.99
H -1.88 -2.08 -2.15
H -1.76 -2.07 -3.89
H -0.18 -1.83 -3.21
Si -0.21 -0.95 -1.67
C 1.60 -0.73 -2.03
C 2.25 0.52 -1.94
H 1.71 1.41 -1.57
C 3.58 0.64 -2.34
H 4.08 1.61 -2.27
C 4.27 -0.48 -2.82
H 5.31 -0.38 -3.15
C 3.64 -1.73 -2.89
H 4.17 -2.60 -3.28
C 2.32 -1.86 -2.45
H 1.84 -2.85 -2.45
C -1.25 0.52 -2.08
C -0.89 1.19 -3.27
H 0.03 0.91 -3.81
C -1.72 2.21 -3.77
H -1.44 2.71 -4.70
C -2.89 2.55 -3.08
H -3.54 3.34 -3.48
C -3.26 1.88 -1.91
H -4.18 2.13 -1.38
C -2.44 0.85 -1.41
H -2.73 0.31 -0.49
H -0.31 -1.44 -0.23
H -0.95 -3.37 -2.90
C -2.42 -0.85 2.97
O -1.13 -1.14 2.43
C -0.48 -2.30 2.99
C 1.00 -2.27 2.61
O 1.55 -0.92 2.64
C 1.94 -0.50 3.97
H -2.90 -0.13 2.29
H -2.31 -0.41 3.97
H -3.02 -1.77 3.04
H -0.59 -2.28 4.09
H -0.94 -3.21 2.57
H 1.57 -2.91 3.30
H 1.13 -2.61 1.58
H 2.52 0.41 3.83
H 1.07 -0.31 4.61
H 2.58 -1.27 4.43
*
```

The following is a DFT calculation (ωB97M-V/def2-TZVPD) of 8 unconnected molecules or ions with the total composition C22H30Cl6F4O16S2 in a non-equilibrium geometry.

Calculated values
**Electronic energy**: -163734.27183 eV
**HOMO energy**: -10.78 eV

```
! RIJCOSX wB97M-V def2-TZVPD def2/J DEFGRID3
* xyz 0 1
O -3.19 -4.74 2.17
C -2.02 -4.90 2.13
O -1.39 -5.27 1.00
C 0.03 -5.50 1.33
C 0.14 -4.79 2.65
F 0.68 -3.55 2.46
O -1.17 -4.68 3.16
H 0.20 -6.57 1.34
H 0.63 -5.02 0.58
H 0.62 -5.22 3.54
O 4.76 -3.18 4.15
C 4.31 -2.60 3.23
O 5.11 -1.79 2.47
C 4.39 -1.43 1.30
C 3.14 -2.36 1.33
F 3.28 -3.49 0.50
O 3.10 -2.70 2.63
H 4.19 -0.39 1.22
H 4.90 -1.75 0.39
H 2.21 -1.83 1.17
O 4.46 -1.05 -6.10
C 3.83 -1.07 -5.09
O 2.60 -1.62 -4.95
C 2.23 -1.59 -3.54
C 3.52 -1.24 -2.79
F 4.03 -2.47 -2.36
O 4.26 -0.61 -3.82
H 1.46 -0.84 -3.39
H 1.93 -2.60 -3.31
H 3.47 -0.56 -1.92
O -1.31 2.66 4.66
C -0.38 2.40 4.01
O 0.94 2.68 4.35
C 1.83 2.21 3.29
C 0.90 1.50 2.32
F 1.14 0.13 2.35
O -0.40 1.71 2.84
H 2.33 3.14 2.89
H 2.48 1.49 3.84
H 0.98 1.73 1.31
O 0.20 -0.54 -0.31
S -1.23 -0.30 -0.54
O -1.59 1.07 -0.96
C -1.91 -1.59 -1.55
C -2.53 -2.61 -0.58
C -3.23 -1.74 0.52
C -2.10 -0.79 1.00
H -1.16 -1.92 -2.23
H -2.74 -1.08 -2.13
H -3.16 -3.29 -1.11
H -1.66 -3.19 -0.18
H -3.66 -2.39 1.27
H -4.04 -1.17 0.10
H -1.34 -1.37 1.55
H -2.44 0.21 1.41
O 1.54 6.24 -0.78
S 1.08 5.20 0.10
O 1.97 4.36 0.84
C -0.23 5.77 1.24
C -1.48 4.80 0.97
C -1.43 4.30 -0.48
C 0.08 4.13 -0.85
H -0.42 6.86 1.09
H 0.11 5.63 2.25
H -1.50 3.88 1.67
H -2.46 5.31 1.19
H -1.83 5.10 -1.13
H -2.08 3.47 -0.71
H 0.32 4.11 -1.92
H 0.36 3.14 -0.49
Cl -8.29 2.23 -0.25
C -7.89 0.53 -0.50
Cl -7.60 -0.26 1.06
Cl -6.40 0.33 -1.48
H -8.75 0.10 -0.97
Cl -0.23 3.23 -7.23
C 0.76 2.32 -6.05
Cl 1.01 0.68 -6.66
Cl 0.02 2.16 -4.50
H 1.68 2.83 -5.98
*
```

The following is a DFT calculation (ωB97M-V/def2-TZVPD) of a molecular structure, C22H30CsN3O3P in a non-equilibrium geometry.

Calculated values
**Energy above the lowest of the compared OMol25 structures with the same formula, charge and spin**: 0.518 eV
**Electronic energy**: -43750.81457 eV
**HOMO energy**: -3.90 eV

```
! RIJCOSX wB97M-V def2-TZVPD def2/J DEFGRID3
* xyz -1 1
Cs -0.62 -1.11 0.11
C -3.37 3.91 0.01
C -2.29 2.87 0.16
N -2.50 1.61 0.13
N -3.78 1.17 0.05
C -3.87 -0.05 -0.48
O -2.96 -0.71 -1.02
C -5.26 -0.65 -0.43
C -6.35 0.04 0.09
C -7.61 -0.54 0.10
C -7.79 -1.82 -0.41
C -6.70 -2.52 -0.93
C -5.45 -1.93 -0.94
C -0.88 3.32 0.33
C -0.57 4.69 0.30
C 0.74 5.09 0.46
C 1.73 4.14 0.65
C 1.33 2.81 0.68
N 0.08 2.40 0.52
H -4.32 3.39 -0.12
H -3.20 4.55 -0.86
H -3.44 4.55 0.89
H -6.19 1.04 0.48
H -8.46 0.00 0.50
H -8.77 -2.28 -0.41
H -6.84 -3.52 -1.32
H -4.59 -2.44 -1.34
H -1.35 5.42 0.14
H 0.99 6.15 0.43
H 2.77 4.41 0.79
H 2.06 2.02 0.83
C 6.58 1.26 -0.41
C 5.23 1.40 0.30
P 3.99 0.04 0.09
C 3.92 -0.07 -1.76
C 2.58 -0.59 -2.28
C 5.03 -1.43 0.49
C 4.25 -2.73 0.35
H 7.18 2.17 -0.29
H 6.46 1.08 -1.48
H 7.16 0.43 0.00
H 4.72 2.31 -0.04
H 5.39 1.52 1.37
H 4.74 -0.70 -2.11
H 4.10 0.94 -2.14
H 2.31 -1.56 -1.86
H 2.61 -0.70 -3.37
H 1.77 0.11 -2.04
H 5.38 -1.30 1.53
H 5.92 -1.45 -0.15
H 3.36 -2.73 0.99
H 4.86 -3.59 0.63
H 3.90 -2.89 -0.67
C 1.80 -5.54 0.68
O 1.72 -4.71 -0.47
C 1.01 -3.49 -0.33
O 0.62 -3.26 0.82
H 2.37 -6.42 0.39
H 0.81 -5.84 1.04
H 2.31 -5.04 1.51
*
```

The following is a DFT calculation (ωB97M-V/def2-TZVPD) of 10 unconnected molecules or ions with the total composition C22H30F6N4O26 in a non-equilibrium geometry.

Calculated values
**Energy above the lowest of the compared OMol25 structures with the same formula, charge and spin**: 4.231 eV
**Electronic energy**: -98786.75023 eV
**HOMO energy**: -10.83 eV

```
! RIJCOSX wB97M-V def2-TZVPD def2/J DEFGRID3
* xyz 0 1
O -9.15 29.63 -22.21
C -8.29 30.42 -22.62
O -7.71 31.34 -21.85
C -7.01 32.27 -22.64
C -6.92 31.58 -24.06
F -5.69 31.05 -24.23
O -7.83 30.52 -23.89
H -7.69 33.12 -22.56
H -6.04 32.49 -22.20
H -7.15 32.17 -24.95
O -22.84 27.74 -23.89
C -21.91 27.48 -24.62
O -20.78 28.11 -24.55
C -19.88 27.70 -25.60
C -20.51 26.43 -26.08
F -19.84 25.46 -25.56
O -21.81 26.56 -25.59
H -19.74 28.50 -26.32
H -18.87 27.52 -25.23
H -20.46 26.36 -27.17
O -12.45 18.34 -14.48
C -13.26 19.20 -14.54
O -14.01 19.45 -15.67
C -15.06 20.31 -15.32
C -14.51 20.93 -14.01
F -15.63 20.88 -13.22
O -13.60 19.98 -13.51
H -15.43 21.02 -16.07
H -15.97 19.77 -15.07
H -14.18 21.97 -14.08
O -16.53 30.06 -21.94
C -16.08 31.17 -21.85
O -15.14 31.53 -20.93
C -14.75 32.87 -21.01
C -15.36 33.29 -22.40
F -14.35 33.31 -23.23
O -16.25 32.22 -22.71
H -15.12 33.47 -20.18
H -13.66 32.89 -21.04
H -15.78 34.29 -22.36
O -15.10 18.41 -24.33
C -15.60 19.28 -25.05
O -16.84 19.46 -25.31
C -17.03 20.51 -26.31
C -15.58 20.91 -26.68
F -15.50 22.21 -26.49
O -14.81 20.15 -25.74
H -17.79 20.30 -27.06
H -17.52 21.30 -25.73
H -15.36 20.72 -27.73
O -14.71 21.85 -20.82
C -14.37 22.90 -21.43
O -13.23 23.52 -21.32
C -13.19 24.65 -22.21
C -14.67 24.93 -22.30
F -14.91 25.43 -23.44
O -15.20 23.62 -22.16
H -12.66 25.47 -21.74
H -12.60 24.36 -23.08
H -14.93 25.59 -21.47
C -16.24 28.06 -16.45
N -17.20 29.12 -15.97
O -17.50 29.93 -16.83
O -17.57 29.12 -14.81
H -15.93 28.38 -17.44
H -16.68 27.08 -16.28
H -15.37 28.13 -15.79
C -12.88 29.15 -25.69
N -11.90 28.29 -26.48
O -11.47 28.63 -27.56
O -11.60 27.19 -25.99
H -13.86 28.72 -25.92
H -12.73 30.17 -26.02
H -12.72 29.10 -24.61
C -16.57 16.43 -18.67
N -17.93 16.68 -18.21
O -18.86 16.25 -18.90
O -18.05 17.26 -17.12
H -16.07 15.74 -17.99
H -16.01 17.37 -18.57
H -16.66 16.04 -19.69
C -10.21 23.21 -16.88
N -11.33 24.16 -17.19
O -12.47 23.87 -16.85
O -11.00 25.33 -17.54
H -10.60 22.28 -17.28
H -9.87 23.09 -15.86
H -9.36 23.53 -17.50
*
```

The following is a DFT calculation (ωB97M-V/def2-TZVPD) of a molecular structure, C22H30IN2O10PPdS.

Calculated values
**Energy above the lowest of the compared OMol25 structures with the same formula, charge and spin**: 1.455 eV
**Electronic energy**: -78465.75825 eV
**HOMO energy**: -2.13 eV

```
! RIJCOSX wB97M-V def2-TZVPD def2/J DEFGRID3
* xyz -2 1
Pd -0.23 -0.54 1.27
C 2.28 -0.81 5.47
C 2.42 -1.96 4.53
N 3.46 -2.72 4.57
C 3.58 -3.73 3.63
C 2.72 -3.94 2.61
C 2.96 -5.10 1.70
O 3.22 -4.68 0.36
C 1.54 -3.10 2.49
C 0.63 -3.32 1.47
N -0.44 -2.57 1.19
C -1.62 -3.23 0.89
C -1.77 -4.62 1.05
C -2.97 -5.26 0.78
C -4.08 -4.54 0.36
C -3.96 -3.16 0.24
C -2.77 -2.51 0.50
I -2.62 -0.43 0.22
C 1.30 -2.13 3.55
O 0.27 -1.48 3.71
H 3.07 -0.85 6.22
H 1.29 -0.82 5.94
H 2.33 0.12 4.90
H 4.46 -4.36 3.75
H 2.09 -5.77 1.72
H 3.82 -5.66 2.09
H 3.02 -5.41 -0.23
H 0.80 -4.19 0.84
H -0.95 -5.20 1.44
H -3.04 -6.33 0.91
H -5.02 -5.03 0.16
H -4.82 -2.57 -0.05
O 0.18 1.36 1.76
S 1.72 1.26 1.82
O 2.17 1.60 3.16
O 1.84 -0.24 1.57
O 2.35 2.03 0.79
C -2.10 0.69 -3.58
C -1.80 2.16 -3.84
C -3.09 2.88 -4.24
C -0.75 2.29 -4.94
O -1.30 2.87 -2.71
P -1.02 2.24 -1.22
O -2.35 2.03 -0.54
O -0.12 1.06 -1.34
O -0.34 3.50 -0.53
C 0.57 4.48 -1.04
C 1.20 5.09 0.20
C 1.66 3.82 -1.89
C -0.19 5.55 -1.82
H -2.53 0.25 -4.48
H -2.82 0.58 -2.76
H -1.20 0.15 -3.29
H -3.52 2.44 -5.14
H -2.89 3.93 -4.42
H -3.82 2.80 -3.43
H -1.07 1.77 -5.85
H 0.18 1.85 -4.59
H -0.58 3.34 -5.17
H 1.74 4.32 0.76
H 0.42 5.50 0.85
H 1.89 5.90 -0.08
H 2.08 2.98 -1.33
H 2.44 4.54 -2.11
H 1.24 3.44 -2.83
H -0.97 5.98 -1.18
H -0.66 5.11 -2.70
H 0.49 6.34 -2.13
*
```